*1*
ORCA calculation (ωB97M-V/def2-TZVPD) on a cluster of 9 separate species, C46H52O14 in total.

The HOMO energy is -9.255 eV. The LUMO energy comes out at -1.9 eV.

Atoms and positions in Å:
O: 1.980 -0.282 -3.525
C: 2.154 -1.482 -3.769
C: 2.338 -2.014 -5.113
C: 2.534 -3.294 -5.393
C: 2.566 -4.311 -4.296
O: 2.731 -5.499 -4.537
C: 2.543 -3.749 -2.942
C: 2.318 -2.451 -2.704
H: 2.245 -1.310 -5.925
H: 2.603 -3.673 -6.402
H: 2.571 -4.434 -2.097
H: 2.086 -2.156 -1.697
O: -1.618 0.332 4.101
C: -1.954 -0.466 4.972
C: -3.374 -0.955 5.035
C: -3.715 -1.912 5.906
C: -2.798 -2.389 6.924
O: -3.121 -3.261 7.729
C: -1.453 -1.762 7.012
C: -1.031 -0.901 6.054
H: -4.106 -0.498 4.372
H: -4.708 -2.268 6.066
H: -0.828 -2.062 7.850
H: -0.030 -0.484 6.043
O: 2.597 5.787 2.914
C: 1.512 5.340 2.579
C: 0.722 5.997 1.591
C: -0.373 5.524 1.101
C: -0.902 4.217 1.509
O: -1.949 3.760 1.015
C: -0.131 3.527 2.594
C: 0.951 4.078 3.112
H: 1.144 6.962 1.342
H: -0.992 5.985 0.332
H: -0.478 2.538 2.859
H: 1.519 3.523 3.840
O: -4.970 -0.273 -5.301
C: -5.421 -0.190 -4.180
C: -4.612 -0.190 -2.988
C: -5.122 0.018 -1.785
C: -6.553 0.231 -1.573
O: -7.037 0.414 -0.458
C: -7.390 0.182 -2.754
C: -6.855 -0.012 -3.962
H: -3.551 -0.206 -3.134
H: -4.412 0.165 -0.961
H: -8.473 0.167 -2.603
H: -7.520 -0.314 -4.771
O: 5.169 -0.646 0.787
C: 4.368 -0.280 1.626
C: 4.410 1.024 2.220
C: 3.502 1.417 3.134
C: 2.437 0.553 3.595
O: 1.647 0.908 4.482
C: 2.358 -0.821 2.999
C: 3.239 -1.164 2.077
H: 5.208 1.617 1.816
H: 3.511 2.383 3.637
H: 1.566 -1.514 3.289
H: 3.160 -2.150 1.595
C: 2.726 3.865 -1.584
C: 3.501 2.745 -2.449
C: 4.517 2.162 -1.426
O: 4.517 3.078 -0.288
C: 3.200 3.526 -0.113
H: 1.657 3.878 -1.769
H: 2.970 4.872 -1.860
H: 4.052 3.207 -3.253
H: 2.849 1.945 -2.839
H: 5.554 2.066 -1.767
H: 4.246 1.163 -1.084
H: 3.246 4.319 0.614
H: 2.565 2.724 0.306
C: -0.516 -5.065 4.107
C: 0.975 -5.206 4.380
C: 1.560 -4.709 3.069
O: 0.692 -3.606 2.680
C: -0.590 -3.788 3.286
H: -1.068 -4.976 5.040
H: -0.837 -5.962 3.577
H: 1.374 -6.162 4.753
H: 1.254 -4.552 5.214
H: 1.505 -5.476 2.285
H: 2.583 -4.293 3.107
H: -1.334 -3.936 2.507
H: -0.798 -2.926 3.911
C: -0.326 -0.730 0.751
C: 0.115 0.400 -0.163
C: -1.175 0.728 -0.929
O: -1.763 -0.538 -1.070
C: -1.607 -1.227 0.093
H: -0.587 -0.504 1.782
H: 0.413 -1.530 0.889
H: 0.828 -0.012 -0.873
H: 0.496 1.242 0.434
H: -1.039 1.200 -1.898
H: -1.779 1.450 -0.364
H: -1.521 -2.258 -0.162
H: -2.474 -1.289 0.722
C: -1.448 0.865 -4.909
C: -0.634 0.321 -6.125
C: -0.730 1.565 -7.088
O: -0.614 2.625 -6.205
C: -0.933 2.236 -4.824
H: -1.309 0.344 -3.948
H: -2.519 0.893 -5.174
H: -1.180 -0.521 -6.550
H: 0.415 0.096 -5.961
H: -1.638 1.548 -7.678
H: 0.013 1.703 -7.873
H: -1.596 2.937 -4.304
H: -0.017 2.290 -4.215

---

*2*
ORCA calculation (ωB97M-V/def2-TZVPD) on a cluster of 9 separate species, C46H52O14 in total.

The HOMO energy is -9.500 eV. The LUMO energy comes out at -1.6 eV.

Atoms and positions in Å:
O: -1.581 -4.181 -2.216
C: -2.687 -4.531 -1.853
C: -3.024 -4.691 -0.439
C: -4.280 -4.784 0.002
C: -5.368 -4.868 -1.015
O: -6.518 -5.166 -0.820
C: -5.096 -4.464 -2.440
C: -3.843 -4.528 -2.839
H: -2.133 -4.643 0.164
H: -4.730 -4.969 1.031
H: -5.924 -4.237 -3.095
H: -3.592 -4.212 -3.862
O: 1.370 -1.830 7.017
C: 1.758 -1.876 5.865
C: 1.193 -1.021 4.835
C: 1.680 -1.196 3.587
C: 2.870 -2.069 3.338
O: 3.425 -2.102 2.232
C: 3.265 -3.085 4.331
C: 2.820 -2.975 5.588
H: 0.455 -0.300 5.109
H: 1.400 -0.628 2.708
H: 3.995 -3.831 4.151
H: 3.058 -3.547 6.431
O: 0.994 2.812 -1.531
C: 1.346 3.859 -2.042
C: 2.635 4.520 -1.645
C: 2.998 5.608 -2.303
C: 2.259 6.231 -3.411
O: 2.680 7.229 -3.967
C: 0.956 5.601 -3.736
C: 0.571 4.541 -3.042
H: 3.121 4.080 -0.780
H: 3.903 6.149 -1.913
H: 0.426 6.094 -4.466
H: -0.435 4.139 -3.289
O: 5.694 1.265 -2.411
C: 4.802 0.470 -2.440
C: 3.745 0.520 -1.437
C: 3.059 -0.573 -1.128
C: 3.261 -1.884 -1.844
O: 2.696 -2.929 -1.600
C: 4.170 -1.871 -2.921
C: 4.817 -0.779 -3.265
H: 3.588 1.385 -0.823
H: 2.565 -0.570 -0.116
H: 4.403 -2.802 -3.450
H: 5.511 -0.660 -4.125
O: -1.632 2.158 -4.787
C: -1.726 0.969 -5.005
C: -0.622 0.112 -5.657
C: -0.903 -1.146 -6.040
C: -2.253 -1.764 -5.928
O: -2.587 -2.751 -6.526
C: -3.192 -1.072 -5.072
C: -3.006 0.201 -4.637
H: 0.301 0.649 -5.807
H: -0.124 -1.612 -6.634
H: -4.184 -1.582 -4.912
H: -3.678 0.792 -4.077
C: 2.917 3.168 3.445
C: 3.207 4.636 3.125
C: 3.174 4.647 1.613
O: 2.923 3.316 1.109
C: 3.320 2.411 2.174
H: 1.853 3.009 3.538
H: 3.499 2.732 4.253
H: 4.220 4.898 3.482
H: 2.532 5.347 3.576
H: 4.103 5.003 1.165
H: 2.330 5.348 1.246
H: 4.323 2.036 2.057
H: 2.738 1.470 2.123
C: -2.623 5.005 -0.003
C: -1.751 4.629 1.212
C: -2.644 3.538 1.838
O: -3.309 2.821 0.767
C: -3.336 3.629 -0.367
H: -2.129 5.532 -0.902
H: -3.269 5.810 0.365
H: -1.387 5.438 1.873
H: -0.946 4.065 0.790
H: -3.392 3.999 2.475
H: -1.985 2.866 2.290
H: -4.432 3.701 -0.633
H: -2.813 3.145 -1.186
C: -0.987 -5.925 4.066
C: -0.508 -4.514 4.266
C: -1.339 -3.680 3.266
O: -2.178 -4.610 2.586
C: -2.348 -5.705 3.466
H: -1.073 -6.493 4.992
H: -0.385 -6.558 3.358
H: 0.537 -4.431 4.116
H: -0.670 -4.150 5.343
H: -0.825 -3.119 2.485
H: -1.870 -2.882 3.815
H: -2.756 -6.501 2.877
H: -3.124 -5.548 4.225
C: -0.560 -0.527 -1.398
C: -1.763 0.338 -0.838
C: -1.771 0.005 0.730
O: -0.616 -0.823 0.932
C: -0.328 -1.566 -0.324
H: 0.311 0.166 -1.474
H: -0.686 -0.957 -2.366
H: -2.728 0.094 -1.239
H: -1.538 1.372 -0.976
H: -2.741 -0.494 0.845
H: -1.627 0.866 1.395
H: -0.942 -2.423 -0.308
H: 0.725 -1.788 -0.304

---

Which is the most stable structure? *1* is the most stable.

---

*1*
ORCA calculation (ωB97M-V/def2-TZVPD) on a cluster of 2 separate species, CH3N3S in total.

The HOMO energy is -8.379 eV. The LUMO energy comes out at -0.2 eV.

Atoms and positions in Å:
C: -1.678 -1.152 -0.586
N: 0.263 0.608 0.585
N: 1.347 0.933 0.564
N: 2.479 1.185 0.783
S: -3.011 -1.158 0.371
H: -0.730 -0.469 -0.284
H: -1.867 -1.365 -1.635
H: 3.197 1.419 0.202

---

*2*
ORCA calculation (ωB97M-V/def2-TZVPD) on an isolated molecule of CH3N3S.

The HOMO energy (alpha / beta) is -7.715 / -7.645 eV. The LUMO energy (alpha / beta) comes out at -0.2 / -0.2 eV.

Atoms and positions in Å:
C: 0.662 0.978 -0.491
N: -1.185 0.197 0.145
N: -0.037 -0.089 -0.174
N: 0.344 -1.237 0.565
S: 1.109 1.742 -1.773
H: -1.774 0.830 -0.463
H: 1.260 -1.013 0.951
H: -0.378 -1.408 1.240

---

Which is the most stable structure? *1* is the most stable.

---

*1*
ORCA calculation (ωB97M-V/def2-TZVPD) on an isolated molecule of C17H29N5O7.

The HOMO energy is -8.925 eV. The LUMO energy comes out at 0.6 eV.

Atoms and positions in Å:
C: -0.125 4.072 2.588
O: 1.045 3.338 2.311
C: 0.989 2.718 1.051
C: 2.190 1.831 0.864
O: 2.189 0.818 1.876
C: 3.137 -0.237 1.678
C: 3.224 -0.648 0.206
O: 4.168 -0.356 -0.508
N: 2.115 -1.304 -0.181
C: 1.746 -1.592 -1.541
C: 0.955 -0.462 -2.229
O: 1.764 0.660 -2.529
C: 2.871 0.426 -3.388
C: 0.193 -1.050 -3.427
C: -1.056 -1.657 -2.789
N: -1.310 -0.774 -1.651
C: -2.497 -0.807 -1.007
O: -3.329 -1.668 -1.256
C: -2.811 0.348 -0.056
C: -3.832 -0.027 1.018
C: -3.182 -0.400 2.351
N: -2.052 -1.301 2.170
C: -0.728 -0.966 2.157
O: -0.337 0.215 2.615
N: -0.002 -1.916 1.657
N: -0.875 -2.953 1.290
C: -2.057 -2.547 1.605
O: -3.219 -3.187 1.467
C: -0.178 0.091 -1.359
H: -0.008 4.516 3.573
H: -0.280 4.869 1.850
H: -1.007 3.420 2.590
H: 0.065 2.129 0.962
H: 0.984 3.464 0.244
H: 2.152 1.398 -0.138
H: 3.111 2.416 0.951
H: 4.127 0.096 1.994
H: 2.806 -1.068 2.300
H: 1.440 -1.563 0.542
H: 2.636 -1.814 -2.131
H: 1.129 -2.492 -1.528
H: 3.219 1.406 -3.706
H: 3.682 -0.081 -2.863
H: 2.575 -0.143 -4.274
H: -0.074 -0.236 -4.103
H: 0.770 -1.790 -3.983
H: -1.918 -1.665 -3.454
H: -0.899 -2.685 -2.453
H: -1.905 0.772 0.382
H: -3.221 1.126 -0.708
H: -4.511 0.806 1.209
H: -4.429 -0.858 0.643
H: -2.779 0.481 2.849
H: -3.903 -0.866 3.022
H: 0.623 0.365 2.411
H: -3.105 -3.873 0.796
H: 0.078 0.072 -0.299
H: -0.356 1.128 -1.661

---

*2*
ORCA calculation (ωB97M-V/def2-TZVPD) on an isolated molecule of C17H29N5O7.

The HOMO energy is -8.912 eV. The LUMO energy comes out at 0.6 eV.

Atoms and positions in Å:
C: 1.087 4.676 3.450
O: 1.707 3.522 2.932
C: 1.046 3.034 1.793
C: 1.728 1.784 1.306
O: 1.567 0.758 2.286
C: 2.323 -0.435 2.057
C: 2.582 -0.749 0.587
O: 3.702 -0.795 0.116
N: 1.449 -0.986 -0.124
C: 1.429 -1.272 -1.539
C: 1.121 -0.054 -2.419
O: 2.081 0.973 -2.277
C: 3.384 0.680 -2.761
C: 0.880 -0.513 -3.869
C: -0.638 -0.779 -3.971
N: -1.195 -0.284 -2.709
C: -2.222 -0.940 -2.099
O: -2.848 -1.820 -2.664
C: -2.531 -0.518 -0.671
C: -3.721 -1.242 -0.063
C: -3.757 -1.080 1.458
N: -2.588 -1.690 2.083
C: -1.385 -1.134 2.425
O: -1.191 0.183 2.306
N: -0.529 -2.023 2.810
N: -1.180 -3.261 2.745
C: -2.370 -3.018 2.317
O: -3.353 -3.897 2.088
C: -0.224 0.578 -2.062
H: 1.654 4.990 4.322
H: 1.081 5.490 2.715
H: 0.053 4.470 3.751
H: -0.011 2.828 2.018
H: 1.073 3.778 0.983
H: 1.297 1.490 0.346
H: 2.793 1.983 1.147
H: 3.307 -0.328 2.518
H: 1.786 -1.258 2.528
H: 0.595 -1.071 0.404
H: 2.398 -1.687 -1.818
H: 0.683 -2.047 -1.735
H: 3.965 1.592 -2.643
H: 3.865 -0.111 -2.187
H: 3.363 0.415 -3.823
H: 1.181 0.291 -4.541
H: 1.461 -1.399 -4.127
H: -1.071 -0.242 -4.816
H: -0.889 -1.833 -4.079
H: -1.639 -0.725 -0.076
H: -2.670 0.565 -0.627
H: -4.653 -0.865 -0.488
H: -3.677 -2.302 -0.314
H: -3.768 -0.031 1.755
H: -4.642 -1.560 1.874
H: -0.250 0.386 2.559
H: -3.006 -4.771 2.310
H: -0.389 0.673 -0.993
H: -0.241 1.581 -2.498

---

Which is the most stable structure? *1* is the most stable.

---

*1*
ORCA calculation (ωB97M-V/def2-TZVPD) on a structure of composition C4H8BrN2.

The HOMO energy is -14.530 eV. As for the net charge: +1. The LUMO energy comes out at -4.7 eV.

Atoms and positions in Å:
C: -0.362 -2.000 -0.974
C: 0.534 -1.346 -0.226
C: -0.540 0.012 -1.732
C: 0.297 0.991 0.507
N: -0.981 -1.153 -1.887
N: 0.530 0.054 -0.615
Br: -0.786 1.523 -2.748
H: -0.627 -3.040 -0.970
H: -2.905 0.834 -0.215
H: 1.165 -1.688 0.570
H: -2.130 1.012 -0.235
H: -0.538 0.632 1.109
H: 1.183 1.048 1.139
H: 0.071 1.986 0.123
H: 1.423 0.312 -1.057

---

*2*
ORCA calculation (ωB97M-V/def2-TZVPD) on the ion C4H8BrN2 with charge +1.

The HOMO energy is -13.664 eV. As for the net charge: +1. The LUMO energy comes out at -4.3 eV.

Atoms and positions in Å:
C: 0.378 -1.058 -0.123
C: -0.667 1.327 -0.133
C: 0.847 1.276 0.003
C: -1.319 0.276 0.673
N: 1.249 -0.111 -0.285
N: 0.400 -2.363 -0.176
Br: -3.031 -0.294 0.279
H: -1.200 2.309 0.050
H: -0.875 1.105 -1.167
H: 1.114 1.916 -0.768
H: 1.227 1.582 0.935
H: -1.146 -0.002 1.744
H: 2.126 -0.080 -0.771
H: -0.363 -2.964 0.128
H: 1.260 -2.918 -0.389

---

Which is the most stable structure? *2* is the most stable.

---

*1*
ORCA calculation (ωB97M-V/def2-TZVPD) on a cluster of 2 separate species, C6H10O3 in total.

The HOMO energy is -9.802 eV. The LUMO energy comes out at 0.8 eV.

Atoms and positions in Å:
C: 1.384 1.221 -1.074
C: 1.322 -0.088 -0.854
C: 2.509 -0.985 -0.688
C: 0.007 -0.747 -0.688
O: -0.224 -1.635 0.099
O: -0.935 -0.258 -1.500
H: 2.333 1.728 -1.148
H: 0.501 1.824 -1.155
H: 2.369 -1.611 0.191
H: 2.602 -1.643 -1.552
H: 3.422 -0.406 -0.586
H: -1.789 -0.686 -1.331
C: -2.489 0.149 1.418
C: -1.204 0.907 1.505
O: -0.900 1.847 0.825
H: -2.264 -0.902 1.247
H: -3.125 0.548 0.631
H: -3.003 0.218 2.377
H: -0.518 0.521 2.284

---

*2*
ORCA calculation (ωB97M-V/def2-TZVPD) on a cluster of 2 separate species, C6H10O3 in total.

The HOMO energy is -8.382 eV. The LUMO energy comes out at 0.2 eV.

Atoms and positions in Å:
C: -1.918 0.194 -1.247
C: -1.021 -0.036 -0.460
C: -3.068 0.125 -2.208
C: 2.615 -0.584 -0.076
C: 1.359 -1.291 0.624
C: 0.365 0.684 1.551
O: 1.172 1.667 1.110
O: -0.624 1.058 2.485
O: 0.856 -0.551 1.738
H: -2.543 0.141 -3.260
H: -3.787 1.015 -2.258
H: -3.777 -0.688 -1.983
H: 3.041 -1.311 -0.774
H: 2.332 0.346 -0.571
H: 3.360 -0.277 0.864
H: 1.746 -2.281 0.953
H: 0.479 -1.095 -0.101
H: 0.705 2.472 1.093
H: -1.291 0.411 2.520

---

Which is the most stable structure? *1* is the most stable.

---

*1*
ORCA calculation (ωB97M-V/def2-TZVPD) on a cluster of 2 separate species, C3H13N2O in total.

As for the spin multiplicity: 2. The HOMO energy (alpha / beta) is -19.633 / -19.633 eV. As for the net charge: +2. The LUMO energy (alpha / beta) comes out at -7.4 / -13.2 eV.

Atoms and positions in Å:
C: 0.776 0.638 1.720
N: 1.554 1.588 1.001
C: 0.182 -0.496 0.732
N: -0.322 0.168 -0.553
C: 0.388 0.074 -1.877
H: -0.097 1.146 2.149
H: 1.431 0.011 2.364
H: 1.896 2.362 1.581
H: 2.158 1.200 0.271
H: -0.568 -0.956 1.390
H: 0.893 -1.283 0.496
H: -1.271 -0.257 -0.682
H: -0.484 1.130 -0.274
H: 0.925 -0.874 -1.896
H: 1.156 0.842 -1.888
H: -0.339 0.116 -2.679
H: -2.491 -2.529 -0.614
H: -3.358 -1.312 -0.652
O: -2.430 -1.569 -0.590

---

*2*
ORCA calculation (ωB97M-V/def2-TZVPD) on a cluster of 2 separate species, C3H13N2O in total.

As for the spin multiplicity: 2. The HOMO energy (alpha / beta) is -19.805 / -19.805 eV. As for the net charge: +2. The LUMO energy (alpha / beta) comes out at -7.6 / -13.5 eV.

Atoms and positions in Å:
C: -1.071 0.672 -0.915
C: -1.001 -0.847 -0.672
C: 0.243 -1.567 -1.188
N: 1.440 -1.372 -0.385
N: 0.077 1.373 -0.093
H: -0.842 0.880 -1.970
H: -1.976 1.109 -0.491
H: -1.093 -1.117 0.386
H: -1.982 -1.257 -0.986
H: 0.459 -1.310 -2.218
H: 0.105 -2.692 -1.155
H: 1.318 -1.640 0.601
H: 2.202 -1.981 -0.729
H: 0.476 2.116 -0.665
H: 0.875 0.728 0.024
H: -0.321 1.671 0.850
H: 0.156 1.793 3.434
H: 0.845 0.855 2.454
O: 0.035 1.362 2.575

---

Which is the most stable structure? *2* is the most stable.

---

*1*
ORCA calculation (ωB97M-V/def2-TZVPD) on an isolated molecule of C2H5NOS2.

The HOMO energy is -8.883 eV. The LUMO energy comes out at 0.6 eV.

Atoms and positions in Å:
N: 0.245 1.900 -0.238
C: -0.545 0.781 -0.126
O: -1.632 0.592 -0.524
C: 0.445 -0.734 0.391
S: 1.203 -1.271 -1.203
S: -0.681 -1.993 1.098
H: 1.075 2.075 0.299
H: -0.071 2.725 -0.617
H: 1.245 -0.516 1.065
H: 0.481 -2.325 -1.502
H: -1.766 -1.234 1.358

---

*2*
ORCA calculation (ωB97M-V/def2-TZVPD) on a cluster of 2 separate species, C2H5NOS2 in total.

The HOMO energy is -8.719 eV. The LUMO energy comes out at -0.4 eV.

Atoms and positions in Å:
O: -0.851 -1.901 1.436
C: -1.011 -0.584 1.327
N: -0.304 0.184 0.624
S: -0.479 1.901 0.869
H: -0.137 -2.236 0.863
H: -1.815 -0.432 2.054
H: 0.073 2.303 -0.229
C: 1.223 0.023 -1.702
S: 1.403 1.307 -2.636
H: 0.457 -0.662 -1.922
H: 1.441 0.098 -0.684

---

Which is the most stable structure? *1* is the most stable.